{
  "formula": "C26H34N4O",
  "method": "the ωB97M-V functional and the def2-TZVPD basis",
  "total_charge": 0,
  "e_above_lowest_ev": 0.0000,
  "spin_multiplicity": 1,
  "elements": ["C", "H", "O", "C", "H", "C", "N", "C", "C", "C", "N", "H", "C", "C", "C", "N", "N", "C", "C", "C", "C", "C", "C", "C", "H", "H", "H", "H", "H", "C", "C", "C", "C", "C", "C", "C", "H", "H", "H", "H", "H", "C", "H", "H", "H", "H", "H", "H", "H", "H", "H", "H", "C", "H", "H", "C", "H", "H", "H", "H", "H", "H", "H", "H", "H"],
  "positions_angstrom": [[4.63, 1.45, 0.86], [4.47, 0.67, 1.62], [3.63, 2.43, 0.93], [2.34, 1.92, 0.72], [2.27, 1.44, -0.26], [1.36, 3.09, 0.79], [0.01, 2.70, 0.44], [-0.89, 3.84, 0.32], [-2.28, 3.21, 0.25], [-2.71, 2.94, -1.21], [-1.80, 2.16, -2.03], [-0.85, 2.30, -1.70], [-2.07, 0.75, -2.22], [-1.20, -0.18, -1.44], [0.18, -0.19, -1.46], [0.59, -1.11, -0.55], [-0.45, -1.69, 0.05], [-1.54, -1.16, -0.47], [-2.86, -1.58, -0.02], [-3.91, -1.77, -0.92], [-5.16, -2.15, -0.47], [-5.38, -2.35, 0.88], [-4.34, -2.19, 1.78], [-3.09, -1.81, 1.33], [-2.27, -1.67, 2.02], [-4.50, -2.36, 2.83], [-6.36, -2.65, 1.23], [-5.96, -2.29, -1.18], [-3.73, -1.64, -1.98], [1.92, -1.47, -0.27], [2.85, -1.39, -1.30], [4.19, -1.71, -1.09], [4.57, -2.13, 0.17], [3.64, -2.23, 1.19], [2.31, -1.90, 1.00], [1.34, -2.01, 2.14], [0.63, -2.81, 1.96], [1.87, -2.20, 3.07], [0.77, -1.09, 2.25], [3.96, -2.55, 2.17], [5.60, -2.39, 0.36], [5.18, -1.63, -2.21], [6.16, -1.34, -1.84], [4.86, -0.92, -2.97], [5.28, -2.61, -2.69], [2.53, -1.09, -2.28], [0.86, 0.41, -2.02], [-1.93, 0.54, -3.30], [-3.12, 0.55, -1.99], [-2.83, 3.91, -1.70], [-3.69, 2.45, -1.21], [-3.03, 3.88, 0.68], [-2.14, 1.93, 1.09], [-2.72, 1.99, 2.01], [-2.48, 1.06, 0.54], [-0.64, 1.82, 1.40], [-0.43, 2.15, 2.43], [-0.27, 0.80, 1.29], [-0.81, 4.50, 1.20], [-0.64, 4.42, -0.57], [1.40, 3.53, 1.81], [1.69, 3.85, 0.08], [2.11, 1.17, 1.49], [4.65, 0.97, -0.13], [5.58, 1.95, 1.04]],
  "lowdin_charge": [-0.104, 0.086, -0.180, -0.217, 0.114, -0.166, -0.174, -0.160, -0.264, -0.202, -0.043, 0.086, -0.171, -0.139, -0.009, -0.067, 0.155, -0.214, -0.175, -0.035, -0.082, -0.092, -0.080, -0.031, 0.110, 0.102, 0.100, 0.102, 0.114, -0.150, 0.017, -0.292, -0.053, -0.043, -0.206, -0.052, 0.077, 0.077, 0.062, 0.113, 0.113, -0.049, 0.078, 0.077, 0.085, 0.117, 0.128, 0.117, 0.101, 0.109, 0.118, 0.133, -0.099, 0.113, 0.087, -0.166, 0.126, 0.090, 0.126, 0.126, 0.130, 0.130, 0.121, 0.082, 0.090]
}

{
  "formula": "C3H11N2S",
  "method": "the ωB97M-V functional and the def2-TZVPD basis",
  "total_charge": 1,
  "e_above_lowest_ev": 0.5016,
  "spin_multiplicity": 1,
  "elements": ["C", "S", "C", "H", "H", "H", "H", "H", "H", "N", "C", "N", "H", "H", "H", "H", "H"],
  "positions_angstrom": [[-0.10, 0.35, -2.34], [0.59, 0.25, -0.64], [1.94, 1.39, -0.51], [-0.08, 1.36, -2.74], [0.47, -0.30, -3.00], [-1.16, 0.06, -2.29], [2.09, 1.54, 0.56], [1.59, 2.31, -0.94], [2.84, 0.96, -0.94], [-0.29, -0.40, 2.26], [-1.39, -1.02, 1.90], [-1.51, -1.61, 0.74], [0.51, -0.19, 1.67], [-0.34, 0.24, 3.04], [-2.25, -0.93, 2.54], [-2.21, -2.32, 0.55], [-0.70, -1.71, 0.14]],
  "lowdin_charge": [-0.348, 0.754, -0.401, 0.047, 0.041, 0.036, 0.035, 0.047, 0.049, 0.170, -0.171, 0.170, 0.054, 0.138, 0.166, 0.143, 0.070]
}

{
  "formula": "C3H10NO2",
  "method": "the ωB97M-V functional and the def2-TZVPD basis",
  "total_charge": 1,
  "e_above_lowest_ev": 2.0922,
  "spin_multiplicity": 1,
  "elements": ["O", "C", "C", "N", "C", "H", "H", "H", "H", "H", "H", "H", "H", "H", "H", "O"],
  "positions_angstrom": [[2.56, -1.03, 0.65], [2.11, -0.63, -0.43], [0.63, -0.35, -0.48], [-0.06, -0.20, 0.73], [-1.28, -1.09, 0.93], [2.69, -0.35, -1.38], [0.71, 0.73, -0.97], [0.27, -1.04, -1.27], [0.63, -0.10, 1.53], [-0.40, 0.83, 0.78], [-2.14, -0.40, 1.07], [-1.19, -1.78, 1.76], [-1.47, -1.66, 0.01], [-0.97, 3.10, -0.73], [-1.32, 1.77, -1.44], [-0.78, 2.19, -0.77]],
  "lowdin_charge": [0.061, -0.189, -0.199, -0.021, 0.040, 0.166, 0.157, 0.161, 0.214, 0.183, 0.118, 0.103, 0.104, 0.052, 0.070, -0.020]
}

{
  "formula": "C12H26F2N3O6S2",
  "method": "the ωB97M-V functional and the def2-TZVPD basis",
  "total_charge": 1,
  "spin_multiplicity": 1,
  "elements": ["N", "C", "N", "C", "C", "N", "F", "C", "C", "C", "F", "H", "H", "H", "H", "H", "H", "H", "H", "H", "H", "O", "S", "O", "O", "C", "C", "C", "H", "H", "H", "H", "H", "H", "H", "H", "O", "S", "O", "O", "C", "C", "C", "H", "H", "H", "H", "H", "H", "H", "H"],
  "positions_angstrom": [[4.43, -3.50, -1.48], [4.55, -2.63, -0.30], [4.10, -1.28, -0.70], [4.89, -0.19, -0.40], [4.25, 0.87, -0.91], [3.12, 0.37, -1.46], [2.24, 1.17, -2.08], [2.99, -0.95, -1.33], [1.88, -1.81, -1.80], [0.62, -1.46, -0.97], [0.57, -2.23, 0.17], [4.88, -4.39, -1.30], [4.95, -3.04, -2.21], [3.98, -3.03, 0.54], [5.60, -2.54, -0.02], [5.83, -0.22, 0.12], [4.53, 1.91, -0.89], [2.13, -2.84, -1.55], [1.62, -1.67, -2.84], [0.60, -0.41, -0.67], [-0.28, -1.65, -1.56], [-3.07, 4.53, -2.39], [-2.07, 5.11, -1.55], [-1.35, 6.27, -1.97], [-1.02, 3.97, -1.16], [-0.43, 3.21, -2.23], [0.66, 3.99, -2.94], [-2.72, 5.38, 0.06], [-1.21, 2.89, -2.93], [-0.01, 2.32, -1.78], [0.25, 4.84, -3.48], [1.18, 3.35, -3.66], [1.39, 4.38, -2.23], [-3.22, 4.48, 0.39], [-3.43, 6.20, -0.01], [-1.90, 5.64, 0.73], [-2.31, -1.26, 4.44], [-2.40, -1.82, 3.13], [-2.84, -1.03, 2.02], [-3.27, -3.15, 3.20], [-4.57, -3.08, 3.81], [-5.61, -2.46, 2.89], [-0.87, -2.57, 2.70], [-4.52, -2.54, 4.76], [-4.85, -4.10, 4.04], [-5.40, -1.41, 2.71], [-6.60, -2.55, 3.32], [-5.60, -2.96, 1.92], [-0.55, -3.21, 3.52], [-0.15, -1.78, 2.54], [-1.01, -3.15, 1.79]],
  "lowdin_charge": [0.037, -0.150, 0.013, 0.021, 0.045, 0.006, 0.133, -0.150, -0.021, -0.156, -0.035, 0.096, 0.094, 0.141, 0.127, 0.147, 0.155, 0.115, 0.144, 0.120, 0.135, -0.266, 0.577, -0.267, -0.263, -0.269, -0.076, -0.117, 0.118, 0.093, 0.076, 0.073, 0.084, 0.077, 0.081, 0.076, -0.267, 0.564, -0.281, -0.262, -0.246, -0.072, -0.136, 0.116, 0.123, 0.072, 0.084, 0.085, 0.078, 0.064, 0.063]
}

{
  "formula": "C38H31Cl2CoN3O5S2",
  "method": "the ωB97M-V functional and the def2-TZVPD basis",
  "total_charge": -1,
  "e_above_lowest_ev": 0.0643,
  "spin_multiplicity": 1,
  "elements": ["Co", "C", "C", "N", "N", "C", "S", "S", "C", "C", "C", "C", "C", "C", "C", "C", "C", "C", "C", "C", "C", "O", "H", "H", "H", "H", "H", "H", "H", "H", "H", "H", "H", "H", "H", "H", "Cl", "C", "C", "C", "Cl", "C", "O", "C", "C", "O", "C", "H", "H", "H", "C", "C", "C", "C", "C", "C", "N", "C", "C", "C", "C", "C", "C", "C", "O", "O", "C", "C", "H", "H", "H", "H", "H", "H", "H", "H", "H", "H", "H", "H", "H", "H"],
  "positions_angstrom": [[-0.94, 0.41, 1.53], [0.63, 1.30, -2.32], [-0.30, 0.80, -1.25], [0.13, 0.66, -0.04], [1.40, 1.10, 0.29], [2.40, 0.34, -0.01], [2.49, -1.19, -0.75], [3.98, 1.07, 0.41], [3.51, 2.77, 0.84], [2.97, 3.58, -0.32], [1.72, 4.18, -0.23], [1.20, 4.90, -1.29], [1.94, 5.04, -2.46], [3.19, 4.46, -2.55], [3.71, 3.73, -1.49], [-1.69, 0.53, -1.62], [-2.07, 0.61, -2.97], [-3.36, 0.40, -3.40], [-4.34, 0.11, -2.45], [-4.01, 0.02, -1.12], [-2.68, 0.21, -0.67], [-2.48, 0.05, 0.60], [1.55, 1.69, -1.89], [0.14, 2.09, -2.89], [0.89, 0.48, -2.99], [4.44, 3.21, 1.21], [2.79, 2.75, 1.65], [1.14, 4.04, 0.67], [0.21, 5.34, -1.21], [1.53, 5.60, -3.30], [3.77, 4.56, -3.46], [4.67, 3.24, -1.58], [-1.31, 0.83, -3.72], [-3.60, 0.47, -4.45], [-5.37, -0.05, -2.76], [-4.75, -0.22, -0.37], [0.85, 6.47, 4.91], [0.25, 5.18, 3.90], [-0.75, 5.47, 2.95], [-1.24, 4.48, 2.15], [-2.44, 4.85, 0.97], [-0.79, 3.12, 2.24], [-1.29, 2.26, 1.45], [0.23, 2.88, 3.20], [0.84, 1.59, 3.34], [0.57, 0.57, 2.72], [0.73, 3.92, 4.02], [-1.12, 6.48, 2.84], [1.65, 1.51, 4.08], [1.51, 3.69, 4.74], [4.15, -2.03, 2.66], [2.89, -2.00, 3.49], [2.77, -1.09, 4.54], [1.62, -1.05, 5.31], [0.58, -1.93, 5.05], [0.70, -2.84, 4.00], [-0.35, -3.77, 3.75], [-1.68, -3.54, 4.03], [-2.44, -4.55, 4.64], [-3.78, -4.35, 4.94], [-4.38, -3.12, 4.69], [-3.64, -2.12, 4.09], [-2.31, -2.32, 3.73], [-1.67, -1.25, 2.93], [-0.89, -1.50, 1.96], [-1.96, -0.04, 3.14], [1.84, -2.87, 3.20], [1.93, -3.81, 2.03], [4.87, -1.31, 3.02], [3.93, -1.80, 1.62], [4.60, -3.03, 2.69], [3.59, -0.41, 4.75], [1.53, -0.34, 6.13], [-0.32, -1.92, 5.66], [-0.07, -4.73, 3.77], [-1.96, -5.49, 4.88], [-4.34, -5.15, 5.41], [-5.42, -2.95, 4.95], [-4.08, -1.16, 3.85], [0.94, -4.14, 1.73], [2.54, -4.69, 2.27], [2.38, -3.31, 1.18]],
  "lowdin_charge": [0.671, -0.023, -0.212, 0.001, -0.070, -1.188, 0.490, 0.857, -0.435, -0.297, -0.040, -0.080, -0.107, -0.095, -0.064, -0.080, -0.052, -0.116, -0.105, -0.015, -0.296, -0.080, 0.059, 0.084, 0.089, 0.075, 0.054, 0.096, 0.096, 0.094, 0.095, 0.104, 0.097, 0.088, 0.095, 0.111, 0.631, -0.672, -0.124, -0.580, 0.715, -0.350, -0.059, -0.115, -0.134, 0.002, -0.067, 0.105, 0.133, 0.116, -0.056, -0.216, -0.069, -0.102, -0.026, -0.206, 0.091, -0.203, -0.027, -0.096, -0.094, -0.010, -0.065, -0.531, 0.040, 0.015, -0.160, -0.037, 0.071, 0.020, 0.083, 0.106, 0.101, 0.119, 0.138, 0.107, 0.098, 0.095, 0.123, 0.077, 0.085, 0.029]
}

{
  "formula": "C47H41BrN3O26P",
  "method": "the ωB97M-V functional and the def2-TZVPD basis",
  "total_charge": 0,
  "spin_multiplicity": 1,
  "elements": ["C", "C", "C", "C", "C", "C", "O", "O", "C", "C", "O", "C", "C", "O", "O", "C", "N", "C", "C", "C", "N", "C", "N", "C", "C", "P", "O", "Br", "H", "H", "H", "H", "H", "H", "H", "H", "H", "H", "H", "H", "H", "H", "H", "H", "H", "H", "H", "H", "H", "C", "C", "C", "O", "C", "C", "C", "O", "O", "O", "H", "H", "H", "H", "C", "C", "C", "O", "C", "C", "C", "O", "O", "O", "H", "H", "H", "H", "C", "C", "C", "O", "C", "C", "C", "O", "O", "O", "H", "H", "H", "H", "C", "C", "C", "O", "C", "C", "C", "O", "O", "O", "H", "H", "H", "H", "C", "C", "C", "O", "C", "C", "C", "O", "O", "O", "H", "H", "H", "H"],
  "positions_angstrom": [[-5.58, 3.90, 0.24], [-4.16, 4.38, 0.56], [-3.11, 3.58, -0.16], [-2.83, 3.85, -1.53], [-3.58, 4.94, -2.27], [-2.73, 6.13, -2.64], [-2.50, 6.52, -3.75], [-2.26, 6.83, -1.52], [-1.12, 6.33, -0.87], [0.13, 6.46, -1.68], [-1.20, 5.93, 0.26], [-1.90, 3.14, -2.23], [-1.65, 3.37, -3.69], [-2.65, 2.79, -4.55], [-3.25, 1.65, -3.91], [-1.18, 2.11, -1.58], [-0.26, 1.39, -2.28], [0.36, 0.45, -1.64], [0.11, 0.14, -0.27], [0.85, -0.97, 0.44], [1.17, -2.13, -0.38], [2.55, -2.25, -0.85], [-0.76, 0.83, 0.41], [-1.43, 1.83, -0.22], [-2.41, 2.57, 0.49], [-2.60, 2.02, 2.24], [-4.26, 2.16, 2.36], [-2.08, 3.91, 3.32], [-5.94, 4.31, -0.71], [-5.62, 2.82, 0.15], [-6.28, 4.21, 1.01], [-3.99, 4.37, 1.63], [-4.05, 5.42, 0.25], [-4.00, 4.55, -3.19], [-4.39, 5.34, -1.67], [-0.05, 6.29, -2.74], [0.52, 7.47, -1.57], [0.87, 5.76, -1.29], [-0.68, 2.98, -3.97], [-1.69, 4.43, -3.94], [-2.77, 0.92, -4.33], [1.11, -0.12, -2.18], [0.21, -1.26, 1.28], [1.76, -0.57, 0.88], [0.52, -2.21, -1.15], [3.21, -1.74, -0.15], [2.86, -3.29, -0.86], [2.70, -1.82, -1.85], [-4.61, 1.40, 1.86], [7.27, -5.67, -3.65], [6.08, -5.72, -3.04], [5.65, -4.68, -2.03], [4.54, -4.80, -1.56], [6.57, -3.61, -1.69], [7.76, -3.57, -2.29], [8.18, -4.60, -3.32], [9.29, -4.45, -3.82], [8.68, -2.65, -2.05], [5.16, -6.65, -3.27], [7.58, -6.41, -4.38], [6.26, -2.89, -0.95], [9.45, -2.86, -2.62], [4.40, -6.43, -2.70], [-7.01, 1.24, 6.41], [-6.39, 2.02, 5.51], [-6.82, 3.45, 5.26], [-6.20, 4.08, 4.43], [-7.95, 3.98, 6.01], [-8.57, 3.19, 6.90], [-8.13, 1.77, 7.16], [-8.76, 1.14, 7.99], [-9.61, 3.56, 7.63], [-5.38, 1.62, 4.76], [-6.72, 0.22, 6.59], [-8.26, 4.99, 5.82], [-9.84, 2.79, 8.18], [-5.12, 2.36, 4.17], [3.11, -2.40, 4.81], [3.76, -1.80, 3.81], [4.21, -2.55, 2.57], [4.78, -1.90, 1.71], [3.94, -3.97, 2.47], [3.29, -4.57, 3.47], [2.82, -3.82, 4.70], [2.23, -4.47, 5.54], [2.98, -5.86, 3.49], [4.08, -0.52, 3.79], [2.78, -1.88, 5.69], [4.27, -4.49, 1.58], [2.51, -6.01, 4.33], [4.55, -0.36, 2.95], [10.90, -2.48, -5.93], [12.02, -2.07, -5.32], [13.38, -2.16, -5.98], [14.33, -1.75, -5.33], [13.47, -2.73, -7.31], [12.35, -3.15, -7.91], [10.99, -3.04, -7.26], [10.04, -3.43, -7.91], [12.32, -3.68, -9.12], [12.05, -1.56, -4.10], [9.93, -2.42, -5.46], [14.45, -2.81, -7.77], [11.38, -3.88, -9.31], [12.99, -1.35, -3.92], [-8.27, -0.93, 3.32], [-9.43, -0.36, 3.66], [-10.77, -0.93, 3.26], [-11.75, -0.32, 3.64], [-10.79, -2.13, 2.46], [-9.63, -2.71, 2.12], [-8.29, -2.14, 2.54], [-7.31, -2.75, 2.17], [-9.54, -3.81, 1.39], [-9.51, 0.76, 4.38], [-7.31, -0.52, 3.61], [-11.75, -2.53, 2.17], [-8.58, -4.00, 1.30], [-10.47, 0.95, 4.48]],
  "lowdin_charge": [-0.066, -0.219, -0.159, -0.091, -0.013, -0.431, 0.158, 0.081, -0.459, 0.038, 0.143, -0.095, -0.122, -0.121, -0.014, -0.154, 0.150, -0.051, -0.224, -0.174, -0.109, -0.117, 0.142, -0.214, -0.291, 0.651, -0.422, 0.362, 0.067, 0.071, 0.079, 0.024, 0.110, 0.144, 0.111, 0.085, 0.103, 0.095, 0.116, 0.108, 0.104, 0.107, 0.115, 0.118, 0.096, 0.057, 0.051, 0.071, 0.064, 0.077, -0.233, -0.303, 0.084, 0.080, -0.229, -0.305, 0.097, 0.123, 0.122, 0.137, 0.133, 0.114, 0.120, 0.057, -0.237, -0.305, 0.105, 0.075, -0.242, -0.329, 0.099, 0.113, 0.085, 0.137, 0.135, 0.118, 0.076, 0.077, -0.235, -0.314, 0.076, 0.077, -0.230, -0.310, 0.109, 0.123, 0.118, 0.137, 0.131, 0.121, 0.118, 0.067, -0.233, -0.313, 0.105, 0.073, -0.235, -0.307, 0.107, 0.118, 0.113, 0.124, 0.135, 0.120, 0.119, 0.078, -0.226, -0.310, 0.110, 0.074, -0.235, -0.311, 0.104, 0.119, 0.114, 0.128, 0.136, 0.120, 0.126]
}

Number 1: HOMO level -8.16 eV, gap between HOMO and LUMO 8.94 eV, LUMO level 0.79 eV. Number 2: HOMO level -12.42 eV, gap between HOMO and LUMO 8.88 eV, LUMO level -3.54 eV. Number 3: HOMO level -14.53 eV, gap between HOMO and LUMO 11.19 eV, LUMO level -3.34 eV. Number 4: HOMO level -12.60 eV, gap between HOMO and LUMO 9.44 eV, LUMO level -3.16 eV. Number 5: HOMO level -4.78 eV, gap between HOMO and LUMO 6.75 eV, LUMO level 1.97 eV. Number 6: HOMO level -8.74 eV, gap between HOMO and LUMO 7.05 eV, LUMO level -1.69 eV.